{"formula": "C7H19Cl4N5O10", "method": "ωB97M-V/def2-TZVPD", "symbols": ["C", "N", "O", "O", "H", "H", "H", "C", "N", "O", "O", "H", "H", "H", "C", "N", "O", "O", "H", "H", "H", "C", "N", "O", "O", "H", "H", "H", "C", "N", "O", "O", "H", "H", "H", "Cl", "C", "Cl", "H", "H", "Cl", "C", "Cl", "H", "H"], "positions_angstrom": [[-22.78, 8.32, 4.14], [-21.95, 8.57, 3.00], [-21.33, 7.62, 2.57], [-21.82, 9.70, 2.49], [-22.52, 7.47, 4.77], [-23.74, 8.10, 3.66], [-22.87, 9.22, 4.75], [-25.68, 4.18, 8.37], [-25.64, 5.61, 8.03], [-26.49, 6.17, 7.26], [-24.77, 6.33, 8.51], [-26.32, 4.24, 9.26], [-24.68, 3.76, 8.47], [-26.27, 3.52, 7.73], [-22.45, 13.76, 4.76], [-21.20, 13.08, 5.17], [-21.20, 12.29, 6.14], [-20.26, 13.09, 4.35], [-23.18, 13.55, 5.54], [-22.82, 13.29, 3.85], [-22.24, 14.82, 4.60], [-26.54, 11.00, 8.04], [-27.02, 12.19, 8.76], [-26.77, 12.43, 9.90], [-27.62, 12.98, 8.09], [-27.41, 10.50, 7.61], [-26.03, 10.33, 8.73], [-25.88, 11.40, 7.27], [-19.04, 2.43, 5.12], [-20.19, 2.23, 4.22], [-20.79, 1.21, 4.25], [-20.52, 3.20, 3.40], [-19.22, 3.44, 5.49], [-18.10, 2.52, 4.58], [-19.02, 1.71, 5.94], [-24.62, 3.68, 14.90], [-22.86, 3.52, 14.62], [-22.41, 2.53, 13.19], [-22.33, 4.47, 14.61], [-22.49, 2.95, 15.48], [-20.44, 7.30, 8.14], [-20.89, 8.39, 9.56], [-21.32, 7.36, 10.97], [-20.08, 9.09, 9.78], [-21.70, 9.07, 9.30]], "total_charge": 0, "relative_energy_kcal_mol": 56.7, "homo_ev": -10.84, "smiles": "C[N+](=O)[O-].C[N+](=O)[O-].C[N+](=O)[O-].C[N+](=O)[O-].C[N+](=O)[O-].ClCCl.ClCCl", "spin_multiplicity": 1}

---

{"formula": "C4H12", "method": "ωB97M-V/def2-TZVPD", "symbols": ["C", "C", "H", "H", "H", "H", "H", "H", "C", "C", "H", "H", "H", "H", "H", "H"], "positions_angstrom": [[-1.57, 1.03, -0.87], [-1.84, 1.58, 0.59], [-1.18, -0.01, -0.73], [-2.54, 0.92, -1.45], [-0.92, 1.62, -1.49], [-0.79, 1.67, 0.93], [-2.27, 0.75, 1.26], [-2.57, 2.45, 0.42], [1.01, -1.34, -0.12], [2.43, -1.20, 0.41], [0.51, -0.35, 0.03], [0.95, -1.55, -1.18], [0.42, -2.05, 0.45], [2.73, -0.23, 0.51], [3.07, -1.96, -0.11], [2.35, -1.67, 1.31]], "total_charge": 0, "relative_energy_kcal_mol": 28.0, "homo_ev": -11.24, "smiles": "CC.CC", "spin_multiplicity": 1}